Formula: C45H40ClN8O4SV
Source: OMol25
Level of theory: ωB97M-V with the def2-TZVPD basis set

XYZ file:
```
100
Properties=species:S:1:pos:R:3:forces:R:3:mulliken_spin:R:1
H -3.514137 4.700824 2.904756 0.08 0.01 -0.03 0.000
H 3.563409 3.890959 -1.988598 -0.04 -0.03 -0.03 0.000
C -1.152864 -1.677474 -2.280528 -0.11 -0.06 0.54 -0.055
N -2.583939 -1.450000 -0.389848 -0.83 -0.44 0.56 0.013
H -1.337631 -0.795509 5.275015 -0.03 0.08 -0.11 0.000
C 0.188709 2.338698 -3.488650 -0.17 -0.03 -0.12 0.011
C 1.494935 0.651559 -1.656993 0.18 0.19 -0.38 0.039
N -1.371780 -1.503091 -0.999254 -1.61 -0.02 -2.62 0.070
O -0.530845 -1.191113 4.121711 0.09 0.04 -0.53 0.039
N -3.025665 2.080726 2.388654 0.26 -0.28 0.13 0.003
C -2.202815 -1.914224 -4.552941 0.05 0.11 0.18 0.030
C 2.306641 -2.069037 -3.751474 -0.21 -0.15 -0.08 -0.008
H 2.361040 3.648620 2.768885 0.04 -0.03 0.00 0.000
C -3.143871 -2.488575 -5.387932 -0.05 -0.05 -0.10 -0.013
C -2.128647 -2.264639 -3.203831 -0.31 -0.17 -0.26 -0.052
C 2.990319 -1.195659 -1.387169 0.45 0.47 -0.09 0.017
C -3.004244 -3.248787 -2.731536 0.17 0.03 0.01 0.018
H -3.203622 -2.172178 -6.422118 0.02 -0.01 0.00 0.000
H -4.617252 -4.575456 -3.180155 0.02 0.00 0.01 0.000
H -5.503632 -0.304978 -0.363824 0.02 0.01 -0.09 0.000
C -3.670576 5.423109 0.899074 -0.05 0.04 -0.02 0.000
C 0.294290 -1.370709 -2.603113 0.00 0.48 -0.08 0.112
C 3.502727 -0.124401 3.806153 0.00 0.29 0.30 0.001
C -3.438480 3.792472 -0.843759 0.02 0.15 0.03 0.002
H -2.955410 -3.546301 -1.692514 0.00 0.04 0.02 0.000
H 3.984755 -2.085947 3.413456 0.04 0.02 -0.02 0.000
H 0.632283 1.430526 0.655048 -0.11 -0.14 -0.02 -0.017
H 1.201490 3.934913 -2.494077 -0.03 0.01 -0.02 0.000
C -2.787757 0.823268 4.196666 0.27 -0.36 -0.12 0.004
C -2.007269 0.339933 3.108620 -0.39 0.72 -0.36 0.044
H -0.286636 2.981159 -4.219525 -0.02 0.03 0.06 0.001
C 4.413574 -1.004330 1.716040 0.34 0.08 -0.36 0.004
H -1.555776 -1.140286 -4.940174 0.04 -0.03 -0.03 0.008
H 1.594287 -1.838359 3.377157 0.07 0.19 0.15 -0.008
H -4.774430 -3.880584 -5.548778 0.02 -0.02 -0.02 0.002
N 3.582441 -1.297266 2.909618 -0.04 0.06 -0.11 0.003
H 2.783853 -0.317615 4.600372 0.01 -0.08 -0.05 0.000
H 0.402251 -2.228650 -4.680230 0.06 -0.01 -0.05 0.000
N 2.271286 -0.178375 -0.854706 -0.21 -0.08 0.57 -0.005
H -4.660929 -1.310905 0.754871 0.01 -0.02 -0.04 0.001
H -3.819179 5.878769 -1.188563 0.02 -0.01 -0.01 0.000
C 1.226520 -4.048791 -0.282691 0.02 -0.01 0.06 -0.087
C 2.042459 -5.140016 -0.023959 -0.05 -0.05 -0.08 -0.030
H 0.565504 -4.100553 -1.143972 -0.01 0.00 0.01 -0.003
O -1.997968 -0.538948 5.997276 -0.34 0.10 0.38 0.001
H 4.547665 5.493842 -0.404939 0.02 -0.03 -0.04 0.000
H 0.841218 -1.785347 -1.743155 0.11 -0.12 -0.23 0.027
H 3.747427 -1.523412 -0.669413 -0.11 -0.12 -0.16 -0.005
C -3.222922 2.808818 0.101535 -0.12 -0.24 0.29 -0.002
C 3.153615 -1.835230 -2.597776 0.11 0.00 0.08 0.010
C -3.489422 4.439445 1.857987 0.06 -0.08 0.16 0.000
C -3.655824 5.104329 -0.449722 -0.03 0.03 -0.03 0.001
C 1.232489 -2.885619 0.502817 0.81 -1.08 0.38 0.005
C -3.938565 -3.826757 -3.570739 -0.06 -0.07 -0.04 -0.012
C -3.275240 3.126542 1.453074 0.00 0.34 -0.42 0.002
H 0.776888 2.086791 2.171615 -0.19 0.03 0.03 0.005
H 3.915090 5.402754 1.990799 0.05 -0.03 0.01 0.000
C -3.426328 1.923739 3.671433 -0.14 -0.04 0.15 -0.002
C 1.664203 2.065932 -1.575487 -0.29 -0.21 -0.12 0.034
C 3.533493 4.669502 1.291242 -0.06 -0.05 0.05 0.001
H 3.161725 0.725547 3.218280 -0.04 -0.03 -0.09 -0.001
C 0.554108 0.145132 -2.584574 0.02 -0.05 0.42 0.006
C 3.309124 3.822984 -0.938186 0.11 -0.11 0.07 0.000
H 2.001601 -6.013154 -0.665253 0.02 0.01 -0.02 -0.002
N -4.632944 -0.616060 0.024492 -0.05 -0.12 0.29 -0.004
C -0.100968 0.982664 -3.463837 0.12 0.09 -0.01 0.005
C 2.418718 2.827075 -0.534678 0.13 -0.11 0.04 0.013
H 3.535019 -5.977852 1.279973 0.00 0.00 0.00 0.004
C 2.904268 -5.125017 1.061476 0.08 -0.08 0.08 0.036
H -3.047034 1.788532 -0.206500 -0.03 0.01 -0.08 0.001
C -1.011769 -0.754114 3.047772 0.59 -0.68 0.13 -0.008
H 2.817095 -2.511228 -4.602950 -0.03 0.09 -0.07 0.000
H 4.478861 0.095282 4.235011 0.04 -0.08 -0.09 0.000
C 0.973060 -1.957639 -3.803651 0.05 -0.21 0.03 0.013
H 3.603422 -4.007960 2.738206 0.01 -0.04 0.01 0.000
C 2.668417 3.682908 1.727274 0.01 -0.01 -0.01 0.001
C 1.039897 2.864282 -2.538303 -0.10 0.02 0.17 -0.005
C 2.199358 -1.687287 2.483793 -0.60 -0.43 -0.24 -0.039
O -3.834358 0.650341 6.302608 -0.05 0.08 -0.05 0.000
V -0.003893 -1.299360 0.278068 3.02 1.27 -2.28 2.789
H 4.081340 -2.398889 -2.652016 -0.06 -0.10 0.16 0.001
C -3.559087 -0.681021 -0.834016 0.53 0.05 -0.31 -0.018
H 4.522812 -1.913454 1.131700 -0.04 -0.03 0.13 0.000
C -4.022069 -3.446020 -4.902614 0.01 0.05 0.04 0.022
O -0.633279 -1.174567 1.912684 -1.85 0.83 4.40 -0.015
H -3.446414 3.516934 -1.887166 0.06 -0.08 -0.09 0.000
Cl -4.579647 2.920750 4.422493 -0.10 0.01 0.01 0.000
S -3.611019 0.292373 -2.230998 -0.05 0.14 -0.21 0.003
H -3.826437 6.447276 1.213213 -0.01 0.00 0.02 0.000
H 1.828555 -0.824807 1.939175 0.02 0.31 0.07 0.035
H 3.893612 -0.261677 1.101956 -0.10 0.00 0.08 0.002
H 5.394287 -0.637999 2.015713 -0.06 0.02 0.15 0.000
C 2.133075 -2.902034 1.593971 0.12 -0.22 -0.35 -0.072
H -0.845154 0.584768 -4.139474 -0.01 -0.03 -0.02 0.000
C 2.937881 -4.003495 1.873779 -0.01 0.07 0.06 -0.020
C -2.929083 0.301894 5.580613 0.03 -0.06 0.31 0.001
N 1.276336 1.782498 1.350559 -0.39 -0.41 0.14 0.016
N -2.171285 1.104869 2.038516 0.27 -0.06 0.09 0.012
C 2.117575 2.754013 0.840332 0.45 0.29 -0.18 0.015
C 3.873089 4.725406 -0.049174 0.08 0.17 -0.09 0.000
```
Positions in Å, forces in eV/Å.

Computed properties:
Relative energy (zero: lowest compared OMol25 entry of this formula, charge and spin) in kcal per mole: 59.8
Largest force on an atom in Eh/bohr: 0.0942
Net charge: -1
Highest occupied orbital energy (alpha / beta) in eV: -3.3851 / -3.6973
LUMO energy (alpha / beta) in eV: 1.691 / 1.690
Multiplicity: 4
Gap between HOMO and LUMO (alpha / beta) in eV: 5.1 / 5.4